1.
{"formula": "C36H86N4O9", "method": "the ωB97M-V functional and the def2-TZVPD basis", "species": ["C", "C", "C", "C", "C", "C", "C", "C", "C", "N", "O", "H", "H", "H", "H", "H", "H", "H", "H", "H", "H", "H", "H", "H", "H", "H", "H", "H", "H", "H", "C", "C", "C", "C", "C", "C", "C", "C", "C", "N", "O", "H", "H", "H", "H", "H", "H", "H", "H", "H", "H", "H", "H", "H", "H", "H", "H", "H", "H", "H", "C", "C", "C", "C", "C", "C", "C", "C", "C", "N", "O", "H", "H", "H", "H", "H", "H", "H", "H", "H", "H", "H", "H", "H", "H", "H", "H", "H", "H", "H", "C", "C", "C", "C", "C", "C", "C", "C", "C", "N", "O", "H", "H", "H", "H", "H", "H", "H", "H", "H", "H", "H", "H", "H", "H", "H", "H", "H", "H", "H", "O", "H", "H", "O", "H", "H", "O", "H", "H", "O", "H", "H", "O", "H", "H"], "xyz": [[5.18, 7.61, -0.41], [4.56, 6.56, 0.56], [5.71, 5.81, 1.36], [3.61, 7.28, 1.59], [2.34, 7.90, 0.97], [1.59, 6.62, 0.52], [2.36, 5.94, -0.69], [1.55, 4.70, -0.98], [2.16, 6.82, -2.01], [3.72, 5.62, -0.22], [4.49, 4.94, -1.12], [6.05, 8.10, 0.02], [5.60, 7.30, -1.37], [4.54, 8.47, -0.61], [6.26, 5.18, 0.66], [6.27, 6.55, 1.93], [5.33, 5.06, 2.05], [3.70, 6.91, 2.61], [4.23, 8.15, 1.83], [1.80, 8.39, 1.77], [2.55, 8.63, 0.18], [0.61, 7.01, 0.23], [1.34, 5.87, 1.28], [0.48, 4.84, -1.12], [1.68, 3.96, -0.19], [1.82, 4.32, -1.97], [1.10, 6.77, -2.27], [2.70, 6.26, -2.79], [2.70, 7.76, -2.07], [4.59, 5.55, -1.86], [5.28, -5.52, 0.31], [6.64, -5.43, -0.65], [7.52, -4.37, -0.01], [7.37, -6.81, -0.58], [8.48, -7.09, -1.60], [7.97, -6.64, -2.99], [7.31, -5.23, -3.09], [8.36, -4.11, -2.94], [6.61, -5.19, -4.45], [6.29, -5.23, -2.04], [5.43, -4.16, -2.16], [5.58, -6.10, 1.19], [4.94, -4.51, 0.54], [4.53, -6.13, -0.20], [8.52, -4.43, -0.43], [7.07, -3.42, -0.29], [7.54, -4.27, 1.07], [7.93, -6.87, 0.35], [6.59, -7.56, -0.66], [9.40, -6.53, -1.41], [8.67, -8.15, -1.76], [7.38, -7.47, -3.38], [8.89, -6.56, -3.58], [8.85, -4.00, -3.92], [9.13, -4.39, -2.22], [8.09, -3.09, -2.66], [7.38, -5.38, -5.20], [6.15, -4.22, -4.65], [5.78, -5.89, -4.53], [4.58, -4.54, -1.95], [-7.27, 8.31, 3.67], [-7.88, 6.93, 4.04], [-8.54, 6.92, 5.41], [-8.88, 6.67, 2.90], [-9.38, 5.30, 2.76], [-8.20, 4.34, 2.45], [-7.09, 4.43, 3.55], [-7.63, 3.74, 4.76], [-5.83, 3.68, 3.13], [-6.82, 5.86, 3.86], [-5.66, 6.18, 4.60], [-6.56, 8.63, 4.44], [-6.69, 8.22, 2.75], [-8.10, 9.02, 3.71], [-9.31, 6.15, 5.43], [-7.78, 6.99, 6.19], [-9.17, 7.79, 5.58], [-9.65, 7.43, 3.05], [-8.48, 6.91, 1.91], [-9.78, 4.97, 3.71], [-10.30, 5.41, 2.18], [-7.75, 4.57, 1.49], [-8.52, 3.30, 2.32], [-7.56, 2.65, 4.72], [-8.56, 4.14, 5.17], [-6.88, 3.84, 5.55], [-5.66, 3.95, 2.08], [-6.09, 2.62, 3.17], [-4.88, 3.90, 3.61], [-5.84, 5.75, 5.44], [-1.43, -5.93, -5.87], [-2.44, -5.06, -5.05], [-2.28, -3.51, -5.26], [-3.94, -5.47, -5.37], [-4.35, -6.94, -5.07], [-4.04, -7.20, -3.58], [-2.72, -6.64, -3.03], [-3.06, -6.54, -1.55], [-1.53, -7.70, -3.25], [-2.42, -5.31, -3.59], [-1.47, -4.56, -2.85], [-0.48, -5.64, -5.42], [-1.58, -7.01, -5.91], [-1.44, -5.59, -6.90], [-2.65, -3.29, -6.26], [-2.97, -3.04, -4.56], [-1.31, -3.05, -5.08], [-4.61, -4.75, -4.91], [-3.97, -5.40, -6.46], [-5.40, -7.15, -5.29], [-3.83, -7.64, -5.74], [-4.05, -8.29, -3.65], [-4.97, -6.88, -3.11], [-3.52, -7.44, -1.13], [-3.78, -5.75, -1.31], [-2.21, -6.24, -0.93], [-1.65, -8.37, -4.10], [-1.38, -8.44, -2.47], [-0.53, -7.27, -3.30], [-1.90, -3.98, -2.21], [3.49, -1.29, 5.33], [4.03, -1.38, 4.54], [2.86, -0.60, 5.10], [-0.17, -3.82, 5.75], [0.72, -3.49, 5.87], [-0.74, -3.12, 6.06], [-5.34, -2.67, 5.03], [-4.70, -3.36, 5.22], [-5.13, -2.39, 4.14], [-1.61, -1.84, 2.28], [-1.26, -2.65, 2.64], [-0.85, -1.27, 2.17], [1.91, 2.42, 4.07], [2.29, 2.06, 3.26], [2.23, 3.32, 4.10]], "smiles": "CC1(C)CCCC(C)(C)N1O.CC1(C)CCCC(C)(C)N1O.CC1(C)CCCC(C)(C)N1O.CC1(C)CCCC(C)(C)N1O.O.O.O.O.O", "relative_energy_kj_mol": 528.8, "energy_ha": -2319.084899, "molar_mass_g_mol": 719.1, "gap_ev": 7.93}

2.
{"formula": "C36H88N4", "method": "the ωB97M-V functional and the def2-TZVPD basis", "species": ["C", "C", "N", "C", "C", "C", "C", "H", "H", "H", "H", "H", "H", "H", "H", "H", "H", "H", "H", "H", "H", "H", "C", "C", "N", "C", "C", "C", "C", "H", "H", "H", "H", "H", "H", "H", "H", "H", "H", "H", "H", "H", "H", "H", "C", "C", "N", "C", "C", "C", "C", "H", "H", "H", "H", "H", "H", "H", "H", "H", "H", "H", "H", "H", "H", "H", "C", "C", "N", "C", "C", "C", "C", "H", "H", "H", "H", "H", "H", "H", "H", "H", "H", "H", "H", "H", "H", "H", "C", "C", "C", "C", "C", "C", "H", "H", "H", "H", "H", "H", "H", "H", "H", "H", "H", "H", "H", "H", "C", "C", "C", "C", "C", "C", "H", "H", "H", "H", "H", "H", "H", "H", "H", "H", "H", "H", "H", "H"], "xyz": [[-4.46, -3.36, -1.32], [-3.43, -4.32, -0.68], [-3.58, -5.73, -1.29], [-2.31, -6.50, -1.33], [-1.67, -6.87, -0.02], [-4.65, -6.47, -0.57], [-5.05, -7.60, -1.48], [-5.32, -3.72, -0.93], [-4.28, -3.38, -2.30], [-4.19, -2.29, -1.01], [-3.39, -4.27, 0.40], [-2.34, -4.02, -0.88], [-1.79, -5.83, -2.06], [-2.53, -7.37, -1.98], [-0.71, -7.27, -0.16], [-2.32, -7.68, 0.46], [-1.62, -6.07, 0.71], [-5.67, -5.95, -0.68], [-4.37, -6.67, 0.64], [-4.95, -7.36, -2.50], [-6.08, -7.93, -1.23], [-4.25, -8.49, -1.41], [0.40, -3.48, -0.43], [1.29, -2.40, -0.86], [2.21, -2.96, -1.98], [2.47, -2.05, -3.13], [3.29, -0.89, -2.61], [3.34, -3.71, -1.45], [3.86, -4.73, -2.46], [-0.41, -3.25, 0.29], [0.84, -4.30, -0.02], [-0.06, -3.82, -1.30], [1.84, -1.96, -0.03], [0.75, -1.70, -1.35], [1.39, -1.77, -3.57], [2.88, -2.54, -3.86], [4.32, -1.32, -2.15], [2.79, -0.16, -1.90], [3.67, -0.46, -3.48], [2.76, -4.39, -0.46], [4.18, -3.13, -0.67], [4.32, -5.58, -1.93], [4.60, -4.27, -2.95], [3.34, -5.20, -3.05], [-2.74, 3.03, -3.79], [-2.78, 1.80, -2.87], [-1.56, 1.57, -2.04], [-1.64, 0.94, -0.62], [-2.06, -0.51, -0.78], [-0.28, 1.16, -2.77], [0.62, 2.47, -2.95], [-2.67, 3.89, -3.30], [-3.59, 3.00, -4.36], [-1.90, 2.83, -4.50], [-2.89, 0.93, -3.30], [-3.60, 1.90, -2.15], [-2.32, 1.50, 0.15], [-0.66, 1.16, -0.20], [-2.94, -0.59, -1.63], [-2.14, -0.91, 0.10], [-1.24, -1.07, -1.08], [-0.37, 0.71, -3.83], [0.39, 0.31, -2.41], [0.11, 3.17, -3.65], [1.28, 2.12, -3.65], [0.91, 2.89, -2.18], [-4.66, -0.83, 2.43], [-3.49, -1.81, 2.76], [-2.48, -1.35, 3.65], [-1.95, -2.34, 4.68], [-0.91, -3.28, 3.97], [-1.55, -0.44, 2.95], [-0.71, 0.50, 3.98], [-5.69, -1.34, 2.33], [-4.68, -0.30, 1.59], [-4.94, -0.21, 3.34], [-3.17, -2.34, 1.87], [-4.02, -2.58, 3.28], [-2.81, -3.04, 5.07], [-1.38, -1.91, 5.62], [-1.35, -3.73, 3.17], [-0.70, -4.03, 4.65], [-0.17, -2.79, 3.84], [-2.06, 0.45, 2.56], [-0.91, -0.92, 2.28], [-0.22, -0.04, 4.63], [-1.43, 1.04, 4.55], [-0.17, 1.27, 3.52], [3.72, 2.26, -0.29], [4.45, 3.21, -1.25], [3.82, 4.49, -1.73], [3.84, 5.65, -0.68], [3.11, 6.93, -1.20], [3.94, 7.78, -2.14], [4.15, 1.32, -0.19], [2.81, 1.89, -0.66], [3.78, 2.84, 0.73], [4.83, 2.63, -1.95], [5.54, 3.43, -0.90], [2.90, 4.38, -1.92], [4.24, 4.84, -2.65], [5.01, 5.71, -0.53], [3.40, 5.31, 0.18], [2.90, 7.41, -0.23], [2.16, 6.84, -1.55], [5.00, 8.22, -1.74], [3.39, 8.80, -2.43], [3.94, 7.14, -2.97], [3.75, 5.17, 4.14], [2.60, 4.26, 4.48], [1.67, 3.97, 3.27], [0.79, 5.09, 2.88], [-0.39, 4.52, 2.13], [-0.06, 3.80, 0.79], [4.52, 5.14, 4.96], [3.68, 6.34, 4.14], [4.22, 5.22, 3.23], [2.11, 4.71, 5.40], [3.05, 3.30, 4.97], [1.10, 3.13, 3.59], [2.28, 3.75, 2.38], [1.41, 6.05, 2.31], [0.45, 5.61, 3.75], [-0.92, 5.33, 1.69], [-0.93, 3.90, 2.74], [0.20, 2.74, 1.09], [0.80, 4.18, 0.32], [-0.85, 3.67, -0.08]], "smiles": "CCN(CC)CC.CCN(CC)CC.CCN(CC)CC.CCN(CC)CC.CCCCCC.CCCCCC", "relative_energy_kj_mol": 207.3, "energy_ha": -1642.759155, "molar_mass_g_mol": 577.1, "gap_ev": 8.54}

Question: Number 1 is which compound?
Answer: C36H86N4O9